20
Properties=species:S:1:pos:R:3:forces:R:3:mulliken_charge:R:1 method="wB97M-V/def2-TZVPD" homo_ev=-7.1 de_lowest_kj_mol=517.6
C 1.431141 -1.409520 1.320524 0.0 0.0 0.0 -1.460
C 0.251950 -0.571591 0.885870 0.0 0.0 0.1 0.267
N 0.531686 0.567474 0.043139 0.2 0.2 0.1 0.067
C -0.049623 1.854346 0.348187 -0.1 0.1 0.0 -0.763
C -0.445197 -0.788069 -0.386158 -0.4 -0.4 0.3 -0.224
C -1.920148 -0.510366 -0.431968 0.0 0.1 0.0 -1.230
C 0.627192 0.156588 -1.642255 0.2 0.2 -0.4 -0.792
H 2.033704 -0.880480 2.067321 -0.1 -0.1 -0.1 0.348
H 1.083850 -2.354407 1.753010 0.0 0.1 -0.1 0.356
H 2.061891 -1.642120 0.457928 -0.1 0.0 0.1 0.262
H -0.397095 -0.253668 1.708905 0.0 -0.1 -0.1 0.453
H 0.209053 2.546618 -0.463955 0.0 -0.1 0.1 0.269
H -1.140970 1.852637 0.466833 0.2 0.0 0.0 0.286
H 0.405558 2.218426 1.272649 -0.1 0.0 -0.1 0.313
H -2.437782 -1.440188 -0.156532 0.2 0.1 -0.1 0.357
H -2.301723 0.265863 0.251447 0.1 -0.1 -0.1 0.327
H -2.242869 -0.256368 -1.449754 0.0 0.0 0.1 0.311
H 1.471864 -0.512865 -1.781203 -0.2 0.1 0.0 0.211
H 0.974568 1.192606 -1.862718 -0.1 -0.2 0.1 0.405
H -0.147049 -0.034915 -2.401268 0.1 -0.1 0.1 0.237

---

160
Properties=species:S:1:pos:R:3:forces:R:3:mulliken_charge:R:1 method="wB97M-V/def2-TZVPD" homo_ev=-8.5
C 6.173416 -0.661907 -0.807174 -0.1 -0.1 -0.3 -0.908
C 5.455334 0.188060 -1.859726 0.3 -0.1 0.3 -0.687
C 4.336804 -0.587786 -2.544540 -0.1 0.2 0.2 1.046
C 3.530328 0.277193 -3.520838 0.3 0.3 0.3 -0.706
C 2.405930 1.079648 -2.839222 0.2 -0.1 -0.5 -0.999
C 1.010303 0.459225 -2.924022 0.1 0.2 0.3 -1.510
C 0.678003 -0.621521 -1.880029 -0.1 0.5 0.3 0.241
N 0.950730 -0.169307 -0.519668 0.0 -0.3 -0.1 0.181
O 1.435637 -1.798075 -1.982668 0.0 -0.1 -0.2 0.178
C 1.576980 -2.390371 -3.264559 0.0 -0.5 0.3 -0.663
C -0.860020 -0.908135 -1.901558 0.2 -0.2 -0.3 0.330
F -1.292634 -0.793406 -3.239604 0.0 0.0 -0.1 -0.547
C -1.185285 -2.335153 -1.498979 -0.4 -0.3 -0.2 -0.507
C -2.642766 -2.717601 -1.780898 0.2 -0.2 -0.2 -1.196
C -2.992345 -4.082293 -1.178753 0.3 0.2 0.1 -0.970
C -2.295765 -5.213400 -1.949224 -0.5 0.0 0.1 -0.881
S -0.929787 -5.978360 -1.090638 0.6 0.5 -0.4 1.220
O -0.014228 -6.467974 -2.071622 -0.1 -0.3 0.0 -0.578
O -0.439743 -5.134983 -0.050452 -0.2 0.0 0.2 -0.491
Cl -1.803922 -7.582232 -0.191355 -0.1 -0.1 0.0 -0.272
N -1.570577 0.147020 -1.215760 -0.1 0.0 -0.1 -0.163
C -1.967551 -0.052143 0.151576 0.1 0.0 0.4 -0.430
O -2.283225 1.205659 0.723798 -0.3 0.0 -0.1 -0.489
C -1.486697 1.615117 1.764819 0.0 0.3 0.2 -0.383
O -0.240153 2.093219 1.276913 0.1 -0.2 -0.1 -0.355
C 0.737761 2.130635 2.292215 0.3 0.1 0.1 -0.735
C 1.358455 0.760630 2.594200 -0.5 -0.3 0.0 0.042
O 1.542552 0.525211 3.984038 0.4 0.1 -0.2 -0.590
H 5.559149 -0.798947 0.082416 0.0 0.0 0.1 0.269
H 7.130853 -0.230181 -0.519212 0.0 0.0 0.1 0.432
H 6.365670 -1.656224 -1.217492 0.1 0.0 0.1 -0.058
H 6.187084 0.537745 -2.592801 -0.1 0.0 -0.1 0.349
H 5.058663 1.079763 -1.365624 -0.1 0.1 -0.1 0.311
H 3.670549 -0.957520 -1.759691 0.0 -0.2 -0.1 -0.171
H 4.770449 -1.458009 -3.041611 0.0 0.0 -0.1 -0.438
H 3.156116 -0.306270 -4.361987 -0.1 0.0 0.0 -0.018
H 4.226206 1.008075 -3.943431 0.0 -0.1 -0.2 0.651
H 2.345067 2.047395 -3.341333 -0.1 0.1 0.0 0.388
H 2.703410 1.297990 -1.812130 -0.1 0.0 0.1 0.355
H 0.275630 1.248124 -2.744262 -0.1 0.0 0.0 0.926
H 0.846331 0.130897 -3.949687 -0.1 -0.2 0.0 0.372
H 0.740806 0.816221 -0.426180 -0.1 0.1 0.1 0.279
H 1.924906 -0.341581 -0.310458 0.1 0.1 0.0 0.314
H 2.569415 -2.197876 -3.661578 -0.1 0.2 -0.2 -0.245
H 1.497253 -3.472147 -3.123458 0.0 0.0 0.0 0.367
H 0.796993 -2.101491 -3.968040 0.1 0.2 0.0 0.420
H -0.563953 -2.989053 -2.109078 0.2 0.0 0.1 -0.096
H -0.904214 -2.545743 -0.467892 0.0 0.2 0.1 0.467
H -2.760088 -2.801327 -2.863831 -0.1 0.2 0.0 0.391
H -3.339376 -1.946836 -1.454501 0.0 0.0 0.2 0.524
H -4.067399 -4.244787 -1.186230 0.0 0.0 0.0 0.436
H -2.649915 -4.097267 -0.142773 -0.2 -0.1 0.1 0.470
H -2.980984 -6.021159 -2.199394 0.1 -0.1 0.0 0.640
H -1.858700 -4.855899 -2.881112 0.2 0.0 0.0 0.372
H -2.352123 0.445075 -1.783358 0.0 0.0 0.0 0.427
H -2.862815 -0.672248 0.271720 -0.1 0.0 -0.1 0.150
H -1.149095 -0.519302 0.699046 0.1 0.0 -0.1 0.351
H -1.315806 0.809597 2.495013 0.1 -0.1 -0.1 0.525
H -2.010405 2.436722 2.260198 0.0 -0.1 0.0 0.284
H 0.310725 2.543378 3.217287 0.0 0.0 0.0 0.461
H 1.508848 2.825637 1.963573 -0.1 0.1 0.0 0.306
H 0.707108 -0.009257 2.166924 0.0 0.0 0.0 0.119
H 2.326551 0.652233 2.109727 0.1 0.0 0.1 0.215
H 0.783653 0.886306 4.444462 -0.2 0.0 0.1 0.331
C 3.528107 -4.706500 -0.932356 0.1 0.1 0.0 -0.384
O 4.828705 -4.873017 -0.396882 -0.1 0.0 -0.1 -0.311
C 5.212747 -6.221674 -0.174958 0.1 0.0 0.2 -0.858
C 6.320870 -6.638226 -1.119392 -0.1 0.1 -0.1 -0.130
N 5.851036 -6.748138 -2.495056 0.1 0.1 0.0 -0.156
C 6.915468 -6.898532 -3.483004 -0.2 0.0 0.0 -0.779
C 7.909531 -5.751846 -3.634569 0.2 -0.1 -0.1 -0.544
O 7.350319 -4.556564 -4.155588 -0.1 -0.1 0.3 -0.395
C 6.753364 -3.713860 -3.184046 0.1 0.2 -0.2 -0.495
H 3.299902 -3.641700 -0.905489 0.0 0.0 0.0 -0.105
H 3.460727 -5.058108 -1.969555 0.0 0.0 0.0 0.186
H 2.780440 -5.235542 -0.337068 -0.1 0.0 0.0 0.500
H 4.353428 -6.893925 -0.256031 0.0 0.0 -0.1 0.331
H 5.594246 -6.283773 0.848517 0.0 0.0 0.0 0.448
H 6.710499 -7.611515 -0.805566 0.0 0.0 0.0 0.463
H 7.128596 -5.901688 -1.008916 0.0 -0.1 0.1 0.165
H 5.311053 -5.923812 -2.725502 -0.1 0.0 0.0 -0.147
H 6.440771 -7.052206 -4.454222 0.0 0.0 0.0 0.299
H 7.471689 -7.814774 -3.260161 0.0 0.0 0.1 0.446
H 8.667214 -6.065881 -4.357313 0.0 0.0 0.0 0.387
H 8.440497 -5.540784 -2.698780 -0.1 0.0 0.0 0.350
H 7.256838 -3.791522 -2.217283 0.0 0.0 0.0 0.344
H 5.691009 -3.924897 -3.045426 -0.1 0.0 0.1 -0.021
H 6.843170 -2.687203 -3.542048 0.0 0.0 0.0 0.386
C -3.968496 8.969713 1.327894 0.1 0.0 0.0 -0.707
O -3.423115 8.714398 2.605600 -0.1 0.0 -0.1 -0.352
C -4.366669 8.756598 3.670555 0.1 0.1 0.2 -0.933
C -4.601496 7.383379 4.256851 0.0 -0.1 -0.1 0.223
N -5.315074 6.520028 3.323188 0.2 0.0 0.0 -0.371
C -5.379746 5.120302 3.725711 -0.1 0.1 -0.1 -0.709
C -4.074836 4.342496 3.853949 0.0 -0.1 0.1 -0.555
O -3.405064 4.119562 2.627317 0.0 0.2 0.0 -0.412
C -2.561358 5.170069 2.186228 0.0 -0.1 -0.1 -0.579
H -3.136098 9.064129 0.632727 0.0 0.0 0.0 0.239
H -4.620774 8.158686 0.985413 -0.1 0.0 0.0 0.298
H -4.536993 9.904935 1.318948 0.0 0.0 0.0 0.344
H -5.308727 9.203318 3.339231 0.0 -0.1 -0.1 0.423
H -3.945141 9.398175 4.449301 0.0 0.0 0.0 0.361
H -5.195434 7.481825 5.169125 0.0 0.0 0.0 0.174
H -3.619260 6.973760 4.534416 0.0 0.1 0.1 0.137
H -4.870082 6.575915 2.416259 0.0 0.0 0.0 0.130
H -5.998173 4.598916 2.990821 0.0 0.0 0.0 0.414
H -5.909939 5.062296 4.682674 0.0 0.0 0.0 0.229
H -4.327940 3.349209 4.235953 0.0 0.0 0.0 0.436
H -3.389524 4.792480 4.583489 0.0 0.1 -0.1 0.393
H -2.113241 5.708537 3.025511 0.0 0.0 0.0 0.308
H -3.095353 5.878440 1.547957 0.0 0.1 0.1 0.148
H -1.765202 4.721037 1.589880 0.0 0.0 0.0 0.314
C 3.449565 -4.215483 -10.672381 -0.1 0.0 0.0 -0.702
O 2.625929 -4.990418 -9.825343 0.1 0.1 0.0 -0.342
C 3.227226 -6.189929 -9.353056 -0.1 -0.2 0.0 -0.828
C 3.508982 -6.116101 -7.868562 0.1 0.2 0.0 -0.177
N 4.574185 -5.166777 -7.577341 -0.2 0.0 0.0 -0.184
C 4.757879 -4.867361 -6.158026 0.0 0.1 -0.3 -0.951
C 3.592502 -4.218021 -5.425470 0.0 -0.1 0.3 0.767
O 3.311156 -2.884668 -5.804603 0.1 0.1 -0.2 -0.268
C 2.481288 -2.712242 -6.936417 0.0 0.1 0.1 -0.801
H 2.831876 -3.420293 -11.086110 0.0 0.0 0.0 0.242
H 4.289553 -3.763270 -10.133879 0.0 0.0 0.0 0.290
H 3.844016 -4.815089 -11.498544 0.0 0.0 0.0 0.343
H 4.141661 -6.412412 -9.910723 0.0 0.1 0.0 0.416
H 2.516287 -7.001093 -9.533507 0.0 0.0 0.0 0.406
H 3.812806 -7.106699 -7.516692 0.0 0.0 0.0 0.323
H 2.564652 -5.858536 -7.368742 0.0 -0.1 0.0 0.169
H 4.383945 -4.301694 -8.066968 0.0 0.0 0.0 0.163
H 5.629899 -4.219437 -6.075595 0.0 0.0 0.1 0.417
H 5.011711 -5.794387 -5.638459 0.0 -0.1 0.0 0.065
H 3.864926 -4.156107 -4.368730 0.0 0.0 0.1 -0.552
H 2.681009 -4.828308 -5.470005 0.0 0.0 -0.1 0.275
H 1.763220 -3.530234 -7.040538 0.0 0.0 0.0 0.368
H 3.063116 -2.624841 -7.858419 0.0 -0.1 0.0 0.232
H 1.931502 -1.779174 -6.801849 0.0 0.0 0.0 0.336
C -9.927656 6.500615 10.576303 0.0 0.0 0.1 -0.715
O -8.652000 6.612208 11.174373 -0.1 0.0 -0.1 -0.346
C -8.015147 5.370286 11.444944 0.1 0.0 0.2 -0.783
C -6.814340 5.162420 10.548221 -0.1 0.1 -0.2 -0.187
N -7.217035 4.947056 9.165043 0.1 0.1 0.0 -0.317
C -6.121861 4.961348 8.201964 -0.2 -0.1 -0.1 -0.832
C -5.321178 6.248180 8.035361 0.2 -0.1 -0.1 -0.441
O -6.047076 7.317148 7.459209 -0.1 0.0 0.1 -0.363
C -6.822481 8.089155 8.358114 0.0 0.1 -0.1 -0.662
H -10.368735 7.495609 10.566380 0.0 0.0 0.0 0.241
H -9.872352 6.131174 9.546407 0.0 -0.1 0.0 0.300
H -10.579023 5.837015 11.153119 0.0 0.0 0.0 0.345
H -8.721291 4.540674 11.346668 0.0 0.0 -0.1 0.409
H -7.672978 5.400616 12.483072 0.0 0.0 0.0 0.397
H -6.260871 4.285017 10.896107 0.0 0.0 0.0 0.344
H -6.162310 6.038981 10.665577 0.0 0.0 0.1 0.185
H -7.886148 5.659412 8.904021 0.0 0.0 0.0 0.088
H -6.547350 4.713037 7.225992 0.0 0.0 0.0 0.409
H -5.426773 4.154602 8.457129 0.0 0.0 0.0 0.413
H -4.509255 6.033222 7.333817 0.0 0.0 0.0 0.316
H -4.846188 6.571987 8.969224 -0.1 0.0 0.1 0.379
H -6.363992 8.139642 9.348776 0.0 0.0 0.0 0.297
H -7.841371 7.703453 8.451220 0.0 0.0 0.1 0.220
H -6.888075 9.098198 7.951119 0.0 0.0 0.0 0.304

---

50
Properties=species:S:1:pos:R:3:forces:R:3:mulliken_charge:R:1 method="wB97M-V/def2-TZVPD" homo_ev=-8.7
N -0.554844 -1.278004 0.821674 0.5 0.2 0.5 -0.530
P 0.779554 -0.546149 1.241273 -0.9 -0.2 -0.6 0.253
C 0.692949 1.284541 1.376240 0.4 0.1 0.1 0.683
C 1.887011 2.083297 1.075450 -0.3 -0.2 -0.1 0.342
P 3.443869 1.098327 0.853527 -0.1 0.0 0.4 0.129
O 4.611614 2.096845 1.346612 0.3 -0.3 -0.2 -0.388
Cl 3.543260 1.248808 -1.193663 0.1 0.0 -0.2 -0.194
C 1.803140 3.438478 1.033587 -0.1 0.0 0.0 -0.235
Br 3.191829 4.617009 0.545103 0.0 0.2 -0.1 -0.211
C 0.568524 4.068492 1.346257 -0.2 0.1 0.0 0.744
N 0.322035 5.382137 1.372592 0.1 0.0 0.0 -0.644
S -1.199718 5.547751 1.828326 0.0 0.0 0.0 0.145
N -1.628494 4.021030 2.013013 -0.1 -0.2 0.0 -0.465
C -0.557094 3.278115 1.700654 0.1 0.3 0.0 0.478
C -0.502625 1.854466 1.711534 0.0 -0.2 0.0 -0.877
C -1.776102 1.157920 2.102746 -0.1 0.2 0.1 -1.126
C -2.840229 1.236758 1.008513 -0.3 0.1 0.0 0.659
C -4.191378 0.641472 1.453748 0.0 0.0 -0.2 -0.749
C -5.104219 1.714804 2.000587 -0.1 0.1 -0.1 0.418
O -5.975888 2.233562 1.363067 0.1 -0.3 0.3 -0.524
O -4.897535 2.072905 3.314399 -0.1 0.3 -0.2 -0.517
H -0.814020 -1.948445 1.538997 -0.2 -0.1 -0.2 0.224
H 1.368686 -0.965057 2.446029 0.3 0.0 -0.1 0.130
H 1.749397 -0.725463 0.251770 0.3 0.1 0.1 0.025
H 4.809575 2.809001 0.722501 -0.1 0.2 0.2 0.281
H -1.623416 0.124739 2.390016 0.1 0.0 -0.1 0.738
H -2.133911 1.689673 2.990263 0.0 0.0 0.0 0.304
H -2.486872 0.735778 0.110928 0.1 -0.1 0.1 -0.682
H -3.015373 2.278008 0.732440 0.2 0.0 -0.1 0.423
H -4.721653 0.218204 0.602861 0.1 0.0 -0.1 0.367
H -4.047245 -0.154989 2.184358 0.0 0.0 0.1 0.349
H -3.978988 2.349231 3.427499 0.1 -0.3 0.1 0.392
C -1.702705 -0.740422 -2.280606 -0.1 0.0 0.0 -0.610
C -0.903006 0.417835 -1.914055 0.0 -0.2 -0.1 0.435
N -0.258045 1.320525 -1.626570 0.2 0.3 0.1 -0.366
H -2.314203 -1.041840 -1.431776 0.1 -0.1 0.0 0.251
H -2.339535 -0.499716 -3.130306 0.0 0.0 0.0 0.381
H -1.048657 -1.569620 -2.538641 0.0 0.0 0.0 -0.087
C 0.921874 -4.013546 -2.828946 -0.1 0.0 -0.1 -0.780
C -0.155260 -4.044040 -1.848548 0.3 0.0 0.0 0.349
N -0.974146 -4.060038 -1.048173 -0.3 -0.1 0.1 -0.412
H 1.348962 -3.013772 -2.883921 0.0 0.0 0.0 0.314
H 1.704123 -4.707164 -2.530240 0.0 0.0 0.0 0.222
H 0.541256 -4.299675 -3.808416 0.0 0.0 0.0 0.318
C 5.029291 -5.009143 -3.197849 0.0 0.0 0.0 -0.818
C 4.479389 -3.844500 -2.516327 0.1 -0.1 0.0 0.377
N 4.049135 -2.927787 -1.979636 -0.1 0.1 0.1 -0.359
H 5.688106 -5.553212 -2.524138 0.0 0.0 0.0 0.278
H 4.224761 -5.669366 -3.517098 0.0 0.0 0.0 0.282
H 5.595706 -4.692034 -4.071102 0.0 0.0 0.0 0.282

---

9
Properties=species:S:1:pos:R:3:forces:R:3:mulliken_charge:R:1 method="wB97M-V/def2-TZVPD" homo_ev="-7.7 / -7.7" de_lowest_kj_mol=222.4
C 0.042116 2.376921 -1.624868 -1.0 -0.6 1.6 0.273
C 0.390336 0.101705 0.026017 -1.3 1.8 0.3 -0.499
N -0.972815 0.406478 0.147717 0.6 0.6 1.0 -0.283
S -0.397979 3.651560 -2.384227 -0.1 1.3 -0.8 -0.240
S 0.963313 1.037999 -1.723322 0.3 -0.7 -0.1 -0.093
S -1.321567 2.037261 0.454728 1.2 -0.6 -1.6 -0.142
H 1.064600 0.810419 0.652281 -1.4 -2.0 -0.5 0.326
H 0.486583 -0.983237 -0.063562 0.9 0.4 -0.1 0.375
H -1.668598 -0.031498 -0.461757 0.8 -0.2 0.3 0.283